Run P
Molecular formula: C2H14O4S
Method: DFT, the ωB97M-V functional and the def2-TZVPD basis

HOMO energy in eV: -9.17
Kohn-Sham gap in Eh: 0.359
SMILES string: CCS.O.O.O.O
Charge: 0
LUMO in eV: 0.61

Last column: natural (NBO) charge in e.
Element x y z (Å)
C1 -0.42797 -2.36202 0.81276  -0.6246
C2 -1.19787 -1.17784 1.36632  -0.4868
S1 -2.20019 -0.28862 0.07896  -0.0799
H1 0.35663 -2.66046 1.51089  0.2228
H2 -1.07240 -3.24009 0.75184  0.2082
H3 0.01885 -2.10154 -0.14463  0.2205
H4 -0.53632 -0.40931 1.76293  0.2329
H5 -1.87541 -1.45471 2.17275  0.2097
H6 -1.92167 -1.19748 -0.87161  0.1278
O1 1.30136 1.36036 1.52277  -0.9685
H7 1.34799 2.23629 1.92097  0.4721
H8 2.20960 1.14478 1.26983  0.5054
O2 1.01678 0.16257 -2.39755  -0.9857
H9 0.70871 1.04424 -2.11464  0.4995
H10 0.55707 0.06506 -3.23903  0.4773
O3 2.98633 -0.18322 -0.16839  -0.9814
H11 3.73331 -0.51892 -0.66758  0.4792
H12 2.28169 0.01538 -0.79905  0.5018
O4 -0.37206 2.19835 -0.77678  -0.9985
H13 0.17556 2.12867 0.01759  0.4891
H14 -0.92983 1.39786 -0.75484  0.4789

Run Q
Molecular formula: C2H14O4S
Method: DFT, the ωB97M-V functional and the def2-TZVPD basis

HOMO energy in eV: -8.98
Kohn-Sham gap in Eh: 0.350
SMILES string: CCS.O.O.O.O
Charge: 0
LUMO in eV: 0.54

Last column: natural (NBO) charge in e.
Element x y z (Å)
C1 -2.21845 0.71248 -2.22946  -0.6510
C2 -1.79600 0.42689 -0.73918  -0.4572
S1 -2.64194 -1.21476 -0.10493  -0.1232
H1 -1.28972 1.13455 -2.70729  0.2193
H2 -2.73038 -0.21823 -2.55835  0.2358
H3 -2.87198 1.68332 -2.23603  0.2072
H4 -2.02732 1.15551 0.06556  0.2191
H5 -0.70796 0.39787 -0.88149  0.2276
H6 -3.83635 -0.69311 -0.50148  0.1189
O1 -0.23251 -2.64350 1.76755  -0.9453
H7 -0.09185 -3.60105 1.53674  0.4701
H8 -1.22882 -2.78912 2.01439  0.4798
O2 3.96957 3.11671 0.82925  -0.9492
H9 4.25096 4.06162 1.00566  0.4750
H10 3.02805 3.18262 1.07140  0.4748
O3 3.20630 0.30148 -1.03895  -0.9604
H11 3.83810 0.46813 -1.82399  0.4793
H12 3.60732 0.91500 -0.39489  0.4831
O4 1.05027 0.14539 1.33442  -0.9715
H13 1.65279 0.32831 0.51134  0.4776
H14 0.81581 -0.78604 1.25094  0.4902

What are the relative energies? In eV: run P 0.000; run Q 1.793.

Run P
Molecular formula: C7H13N2
Method: DFT, the ωB97M-V functional and the def2-TZVPD basis

HOMO energy (alpha / beta) in eV: -13.37 / -13.37
Kohn-Sham gap (alpha / beta) in Eh: 0.241 / 0.241
Charge: +1
LUMO (alpha / beta) in eV: -6.81 / -6.81

Last column: natural (NBO) charge in e.
Element x y z (Å)
C1 -1.42627 -1.40226 -1.28629  -0.5473
C2 -0.61616 -1.82687 -0.06083  0.1750
C3 -0.62240 -0.57729 -2.27952  0.1541
C4 -0.72750 1.43195 0.68907  -0.6043
C5 1.04775 0.50166 2.22757  -0.5775
C6 1.55239 0.60165 -0.20582  -0.1954
C7 0.43210 0.32130 0.78935  0.0286
N1 0.35275 0.16296 -2.25359  -0.3195
N2 0.02391 -1.03290 0.70172  -0.4089
H1 -2.19465 -0.56776 -1.15992  0.2858
H2 -0.64005 -2.76832 0.28333  0.2057
H3 -1.86126 -2.20883 -1.93220  0.2712
H4 -1.19418 -0.71034 -3.24868  0.2797
H5 -0.49091 2.00600 -0.21204  0.2207
H6 -1.79265 0.93816 0.57235  0.2342
H7 -0.62288 2.02680 1.55701  0.2396
H8 1.90790 -0.18447 2.46352  0.2425
H9 0.08282 0.32541 2.83496  0.2637
H10 1.54953 1.44730 2.23068  0.2155
H11 2.26711 -0.29670 -0.20284  0.2846
H12 1.09179 0.07300 -1.36107  0.2567
H13 1.88086 1.73955 -0.14675  0.2954

Run Q
Molecular formula: C7H13N2
Method: DFT, the ωB97M-V functional and the def2-TZVPD basis

HOMO energy in eV: -13.33
Kohn-Sham gap in Eh: 0.361
SMILES string: C=N[C@@H]1CCC=C1[NH2+]C
Charge: +1
LUMO in eV: -3.51

Last column: natural (NBO) charge in e.
Element x y z (Å)
C1 -0.08730 2.09242 -1.50968  -0.0657
N1 -0.90094 1.09817 -1.54591  -0.3750
C2 -0.95848 0.03754 -0.51126  -0.0952
C3 -1.95413 0.49893 0.53397  -0.3818
C4 -1.52768 -0.25697 1.89950  -0.4447
C5 -0.03210 -0.38282 1.67356  -0.1344
C6 0.33083 -0.18745 0.40217  0.0724
N2 1.76491 -0.44487 -0.00230  -0.5258
C7 1.85651 -1.45492 -1.06782  -0.4407
H1 -0.29100 2.86724 -2.28340  0.2150
H2 0.85829 2.16101 -0.88856  0.1259
H3 -1.16418 -0.85619 -1.01838  0.2173
H4 -2.95455 0.10603 0.26510  0.2442
H5 -1.89962 1.54010 0.53452  0.2286
H6 -1.74256 0.58610 2.63083  0.2502
H7 -2.05354 -1.20734 2.15067  0.2535
H8 0.58402 -0.66998 2.51108  0.2278
H9 2.28935 0.41259 -0.44845  0.4523
H10 2.29535 -0.79065 0.77358  0.4445
H11 2.16519 -0.92456 -1.98958  0.2365
H12 2.55150 -2.28916 -0.89072  0.2525
H13 0.87013 -1.93524 -1.21893  0.2426

Run R
Molecular formula: C7H13N2
Method: DFT, the ωB97M-V functional and the def2-TZVPD basis

HOMO energy in eV: -13.59
Kohn-Sham gap in Eh: 0.355
SMILES string: CC1=CCCN(C)C1=[NH2+]
Charge: +1
LUMO in eV: -3.92

Last column: natural (NBO) charge in e.
Element x y z (Å)
C1 2.35415 -1.30717 -0.18223  -0.6725
C2 1.20051 -0.35978 -0.29317  -0.1085
C3 1.37998 0.84475 -0.86454  -0.0591
C4 0.27154 1.78586 -0.96308  -0.4616
C5 -1.01774 0.92779 -1.10511  -0.2017
N1 -1.10003 0.18655 0.11904  -0.3276
C6 -2.37054 -0.02289 0.83626  -0.4502
C7 -0.06464 -0.57409 0.49230  0.5460
N2 -0.15836 -1.47743 1.51114  -0.7442
H1 3.08150 -1.07506 0.75449  0.2424
H2 3.08280 -1.03616 -1.02683  0.2621
H3 1.97582 -2.40881 -0.10471  0.2435
H4 2.33344 1.00678 -1.14669  0.2226
H5 0.14605 2.56720 -0.11320  0.2564
H6 0.23793 2.45706 -1.92382  0.2610
H7 -1.82861 1.55470 -1.09196  0.2226
H8 -0.98183 0.39168 -1.98912  0.2195
H9 -2.43373 0.18843 1.86478  0.2229
H10 -3.25421 0.42173 0.37636  0.2531
H11 -2.66824 -0.98506 0.82718  0.2167
H12 0.74491 -1.79597 1.87059  0.4342
H13 -0.93070 -1.29011 2.15233  0.4224

What are the relative energies? In eV: run P 5.612; run Q 1.662; run R 0.000.

Run P
Molecular formula: C6H15NO
Method: DFT, the ωB97M-V functional and the def2-TZVPD basis

HOMO energy in eV: -8.23
Kohn-Sham gap in Eh: 0.337
SMILES string: CCN(C)[C@@H](C)CO
Charge: 0
LUMO in eV: 0.94

Last column: natural (NBO) charge in e.
Element x y z (Å)
C1 -0.00162 2.26008 -1.16081  -0.6311
C2 -0.06930 0.73728 -1.27934  -0.2281
N1 -0.71386 0.09413 -0.15818  -0.4558
C3 -2.04505 -0.44471 -0.43744  -0.4053
C4 0.15651 -0.74708 0.68079  -0.0650
C5 0.98100 -1.78157 -0.09097  -0.6536
C6 1.02814 0.16020 1.58201  -0.0558
O1 0.86632 -0.08166 2.97461  -0.7224
H1 -0.38239 2.58984 -0.18670  0.2201
H2 -0.67247 2.75923 -1.85859  0.2072
H3 1.00404 2.66997 -1.23314  0.2084
H4 0.92421 0.32117 -1.40102  0.1887
H5 -0.57364 0.46158 -2.20231  0.1857
H6 -2.80149 0.23536 -0.07800  0.1960
H7 -2.16098 -0.66972 -1.50772  0.1785
H8 -2.22536 -1.43503 0.00181  0.1924
H9 -0.51622 -1.25476 1.36161  0.1970
H10 2.04378 -1.51932 -0.09792  0.2098
H11 0.72402 -1.85740 -1.14507  0.2164
H12 0.99838 -2.79233 0.31477  0.2190
H13 2.09988 0.07374 1.34256  0.1485
H14 0.80066 1.19816 1.42499  0.1855
H15 0.53546 -0.97717 3.15405  0.4640

Run Q
Molecular formula: C6H15NO
Method: DFT, the ωB97M-V functional and the def2-TZVPD basis

HOMO energy in eV: -8.52
Kohn-Sham gap in Eh: 0.339
SMILES string: C=CC[C@H](C)NC.O
Charge: 0
LUMO in eV: 0.71

Last column: natural (NBO) charge in e.
Element x y z (Å)
C1 0.22511 2.19621 -2.18429  -0.4043
C2 0.60643 1.22851 -1.33835  -0.1832
C3 -0.28494 0.08292 -0.98488  -0.4617
C4 -0.98862 0.22831 0.37336  -0.0127
C5 -1.72877 -1.28382 0.69469  -0.6187
N1 -1.68902 1.37264 0.82688  -0.6494
C6 -1.27398 1.74417 2.23844  -0.4220
H1 0.89782 3.06009 -2.50320  0.2056
H2 -0.78777 2.26760 -2.51709  0.1874
H3 1.70685 1.28168 -1.02101  0.2025
H4 0.23479 -0.98734 -0.90087  0.2238
H5 -0.83582 -0.00891 -1.93674  0.2137
H6 -0.10485 0.22527 0.97396  0.1477
H7 -0.83335 -1.89810 0.99984  0.2031
H8 -2.23909 -1.46556 -0.19066  0.2037
H9 -2.44028 -1.31264 1.53705  0.2115
H10 -1.58032 2.24389 0.35987  0.3697
H11 -2.20676 2.02025 2.76808  0.2001
H12 -0.89373 0.85704 2.75467  0.1970
H13 -0.54806 2.62686 2.22994  0.1861
O1 5.06836 -5.13882 -0.68982  -0.9447
H14 5.36409 -4.33553 -0.26301  0.4744
H15 4.33190 -5.00470 -1.22687  0.4703

Run R
Molecular formula: C6H15NO
Method: DFT, the ωB97M-V functional and the def2-TZVPD basis

HOMO energy in eV: -9.71
Kohn-Sham gap in Eh: 0.390
SMILES string: CCC(N)=O.CCC
Charge: 0
LUMO in eV: 0.89

Last column: natural (NBO) charge in e.
Element x y z (Å)
C1 0.92092 0.56892 1.66435  -0.6525
C2 -0.56692 0.80428 1.53640  -0.5207
C3 -1.03726 2.02730 0.79618  0.6742
N1 -0.06288 2.86527 0.33077  -0.8335
O1 -2.22045 2.28190 0.64717  -0.6218
H1 1.35567 0.58380 0.66918  0.2133
H2 1.13474 -0.43854 2.04864  0.2256
H3 1.45347 1.00238 2.51658  0.2267
H4 -0.97406 -0.02756 0.95559  0.2412
H5 -1.10805 0.71492 2.48070  0.2415
H6 -0.37119 3.61852 -0.26535  0.4057
H7 0.91694 2.67789 0.46189  0.3991
C4 1.15981 -2.05382 -0.75613  -0.6158
C5 0.28265 -1.02528 -1.48193  -0.4124
C6 -1.22183 -1.31398 -1.46275  -0.6238
H8 0.53604 -2.95589 -0.75711  0.2009
H9 2.01372 -2.41462 -1.33647  0.2109
H10 1.46531 -1.85916 0.25761  0.2051
H11 0.62194 -1.06875 -2.51548  0.2023
H12 0.51677 0.00439 -1.22306  0.1940
H13 -1.77066 -0.52880 -0.93829  0.2175
H14 -1.43290 -2.33942 -1.15993  0.2085
H15 -1.61178 -1.12375 -2.46856  0.2138

What are the relative energies? In eV: run P 1.215; run Q 2.685; run R 0.000.